1.
Below is 2 unconnected molecules or ions with the total composition C5H13NO at a distorted geometry, with properties calculated with the ωB97M-V functional and the def2-TZVPD basis.

Its HOMO-LUMO gap is 8.69 eV. Its electronic energy is -8930.822 eV. The highest occupied orbital energy is -7.881 eV. The structure (SMILES) is C/C=C/NCC.O. For the relative energy (zero: lowest compared OMol25 entry of this formula, charge and spin), the calculation gives 73.5 kcal/mol. The calculation puts the LUMO energy at 0.8 eV.

Structure (XYZ):
```
20
Properties=species:S:1:pos:R:3:mulliken_charge:R:1
C -3.66 -0.47 0.81 -1.202
C -2.53 0.23 0.24 0.235
C -1.43 0.38 1.05 -0.475
N -0.34 1.03 0.43 -0.424
C 0.83 0.24 -0.09 -0.354
C 0.29 -0.47 -1.32 -1.079
H -4.58 0.10 0.66 0.315
H -4.02 -1.40 0.51 0.313
H -3.61 -0.43 1.97 0.228
H -2.54 0.35 -0.85 0.287
H -1.35 0.18 2.10 0.321
H -0.48 1.70 -0.32 0.314
H 1.23 -0.35 0.81 0.268
H 1.68 1.01 -0.20 0.254
H -0.16 0.20 -2.14 0.234
H -0.48 -1.10 -0.96 0.338
H 0.98 -0.88 -1.92 0.430
O 6.79 -0.36 -0.45 -0.648
H 6.45 0.49 -0.81 0.328
H 6.93 -0.46 0.48 0.320
```


2.
Below is 2 unconnected molecules or ions with the total composition C5H13NO at a distorted geometry, with properties calculated with the ωB97M-V functional and the def2-TZVPD basis.

Its HOMO-LUMO gap is 8.56 eV. Its electronic energy is -8931.872 eV. The highest occupied orbital energy is -7.845 eV. The structure (SMILES) is C/C=C(\C)NC.O. For the relative energy (zero: lowest compared OMol25 entry of this formula, charge and spin), the calculation gives 49.3 kcal/mol. The calculation puts the LUMO energy at 0.7 eV.

Structure (XYZ):
```
20
Properties=species:S:1:pos:R:3:mulliken_charge:R:1
C 2.28 1.51 -0.72 -1.267
C 1.03 0.75 -0.73 -0.003
C 0.39 0.15 0.30 0.539
C 0.59 0.60 1.71 -1.440
N -0.37 -1.05 0.02 -0.419
C -1.31 -1.47 1.12 -0.899
H 2.89 1.32 -1.60 0.350
H 2.95 1.13 0.07 0.355
H 2.16 2.60 -0.61 0.266
H 0.60 0.57 -1.72 0.287
H 0.68 -0.23 2.42 0.334
H 1.50 1.20 1.79 0.385
H -0.23 1.25 2.03 0.299
H -1.11 -0.72 -0.61 0.252
H -1.56 -0.69 1.84 0.294
H -0.84 -2.24 1.72 0.283
H -2.16 -1.91 0.60 0.371
O -2.46 -0.63 -2.79 -0.647
H -1.81 -1.29 -2.57 0.349
H -3.22 -0.85 -2.26 0.310
```


3.
Below is 2 unconnected molecules or ions with the total composition C5H13NO at a distorted geometry, with properties calculated with the ωB97M-V functional and the def2-TZVPD basis.

Its HOMO-LUMO gap is 8.28 eV. Its electronic energy is -8931.419 eV. The highest occupied orbital energy is -7.401 eV. The structure (SMILES) is C/C=C/NCC.O. For the relative energy (zero: lowest compared OMol25 entry of this formula, charge and spin), the calculation gives 59.8 kcal/mol. The calculation puts the LUMO energy at 0.9 eV.

Structure (XYZ):
```
20
Properties=species:S:1:pos:R:3:mulliken_charge:R:1
C -2.80 -0.72 -0.09 -1.012
C -1.63 -0.74 -1.06 -0.556
C -0.67 0.21 -0.96 0.040
N 0.66 -0.04 -1.28 -0.321
C 1.91 0.45 -0.68 -0.505
C 2.30 -0.28 0.57 -0.899
H -2.72 0.18 0.53 0.283
H -3.78 -0.77 -0.56 0.319
H -2.64 -1.59 0.56 0.237
H -1.64 -1.42 -1.89 0.420
H -0.96 1.03 -0.30 0.234
H 0.74 -0.98 -1.63 0.257
H 2.04 1.53 -0.54 0.302
H 2.71 0.34 -1.44 0.325
H 2.09 -1.36 0.54 0.316
H 1.70 -0.12 1.49 0.199
H 3.28 0.03 0.96 0.349
O 0.12 1.50 2.01 -0.624
H -0.29 1.77 1.19 0.322
H -0.42 0.97 2.58 0.315
```


4.
Below is 2 unconnected molecules or ions with the total composition C5H13NO at a distorted geometry, with properties calculated with the ωB97M-V functional and the def2-TZVPD basis.

Its HOMO-LUMO gap is 9.92 eV. Its electronic energy is -8932.600 eV. The highest occupied orbital energy is -9.064 eV. The structure (SMILES) is C=CC[C@@H](C)N.O. For the relative energy (zero: lowest compared OMol25 entry of this formula, charge and spin), the calculation gives 32.5 kcal/mol. The calculation puts the LUMO energy at 0.9 eV.

Structure (XYZ):
```
20
Properties=species:S:1:pos:R:3:mulliken_charge:R:1
C -0.97 -0.97 -1.67 -0.772
C -0.75 0.34 -1.65 -0.169
C -1.49 1.24 -0.69 -1.046
C -0.78 1.37 0.67 0.552
C 0.69 1.76 0.52 -1.518
N -1.44 2.30 1.56 -0.595
H -0.51 -1.68 -2.35 0.288
H -1.71 -1.39 -1.00 0.234
H -0.02 0.80 -2.31 0.375
H -1.55 2.24 -1.11 0.344
H -2.51 0.89 -0.62 0.477
H -0.75 0.37 1.12 0.191
H 1.11 1.66 1.53 0.376
H 1.24 1.07 -0.11 0.423
H 0.81 2.80 0.22 0.365
H -0.94 3.17 1.68 0.233
H -2.38 2.52 1.26 0.241
O 3.71 -5.20 0.62 -0.639
H 3.01 -5.31 1.26 0.319
H 4.19 -4.42 0.89 0.319
```


5.
Below is 2 unconnected molecules or ions with the total composition C5H13NO at a distorted geometry, with properties calculated with the ωB97M-V functional and the def2-TZVPD basis.

As for the multiplicity: 2. Its HOMO-LUMO gap (alpha / beta) is 8.15 / 4.47 eV. Its electronic energy is -8922.987 eV. The highest occupied orbital energy (alpha / beta) is -13.710 / -13.703 eV. For the relative energy (zero: lowest compared OMol25 entry of this formula, charge and spin), the calculation gives 63.7 kcal/mol. The total charge is +1. The calculation puts the LUMO energy (alpha / beta) at -5.6 / -9.2 eV.

Structure (XYZ):
```
20
Properties=species:S:1:pos:R:3:mulliken_charge:R:1
C -0.74 0.53 -0.75 -0.736
C 0.73 0.54 -1.32 -0.579
C 1.71 -0.52 -0.78 -0.519
C 2.55 0.34 1.45 -0.599
C 1.71 -0.50 0.68 0.177
N -1.35 -0.77 -0.53 -0.550
H -1.31 1.09 -1.48 0.409
H -0.74 1.14 0.15 0.410
H 0.61 0.44 -2.40 0.383
H 1.14 1.54 -1.19 0.361
H 2.74 -0.32 -1.09 0.410
H 1.45 -1.52 -1.15 0.288
H 2.48 0.25 2.53 0.320
H 3.10 1.14 0.98 0.324
H 1.00 -1.09 1.25 0.369
H -1.14 -1.39 -1.30 0.261
H -0.96 -1.21 0.30 0.262
H -3.01 -0.32 0.85 0.354
H -3.39 1.14 0.70 0.304
O -3.60 0.36 1.21 -0.648
```


6.
Below is a gas-phase ion, C5H13NO (charge +1) at a distorted geometry, with properties calculated with the ωB97M-V functional and the def2-TZVPD basis.

As for the multiplicity: 2. Its HOMO-LUMO gap (alpha / beta) is 11.76 / 6.87 eV. Its electronic energy is -8924.392 eV. The highest occupied orbital energy (alpha / beta) is -14.526 / -14.508 eV. For the relative energy (zero: lowest compared OMol25 entry of this formula, charge and spin), the calculation gives 31.3 kcal/mol. The total charge is +1. The calculation puts the LUMO energy (alpha / beta) at -2.8 / -7.6 eV.

Structure (XYZ):
```
20
Properties=species:S:1:pos:R:3:mulliken_charge:R:1
C 1.31 -0.44 -0.66 -0.509
C 1.87 0.66 -1.57 -0.673
O 1.45 1.93 -1.18 -0.490
C -0.23 -0.35 -0.62 -0.604
N -0.82 -0.69 0.66 0.237
C -2.29 -0.79 0.60 -0.924
C -0.46 0.13 1.82 -0.860
H 1.65 -0.29 0.36 0.257
H 1.61 -1.45 -0.94 0.374
H 1.47 0.43 -2.56 0.346
H 2.95 0.49 -1.70 0.359
H 1.80 2.16 -0.31 0.333
H -0.48 0.71 -0.85 0.436
H -0.71 -0.93 -1.41 0.467
H -2.60 -1.36 1.47 0.410
H -2.78 0.16 0.79 0.414
H -2.70 -1.37 -0.22 0.337
H -0.40 1.18 1.58 0.377
H -1.17 0.01 2.63 0.389
H 0.54 -0.17 2.13 0.323
```